The following is a quantum chemistry calculation of an isolated molecule of C25H27N3O5, from OMol25.

Geometry (Å):
O (0.950, 1.590, 2.408)
C (1.859, 1.246, 1.675)
N (2.366, 2.065, 0.694)
H (2.858, 1.586, -0.049)
C (1.468, 3.112, 0.240)
C (0.196, 2.551, -0.357)
C (0.250, 1.475, -1.236)
C (-0.911, 0.948, -1.772)
C (-2.141, 1.489, -1.438)
C (-2.204, 2.549, -0.552)
C (-1.042, 3.074, -0.014)
H (-1.096, 3.896, 0.684)
H (-3.161, 2.964, -0.272)
H (-3.044, 1.078, -1.866)
H (-0.857, 0.113, -2.456)
H (1.203, 1.040, -1.500)
H (2.004, 3.718, -0.496)
H (1.218, 3.736, 1.101)
N (2.463, 0.019, 1.802)
C (3.764, -0.290, 1.264)
H (4.252, -0.991, 1.948)
H (4.356, 0.630, 1.235)
C (3.766, -0.931, -0.130)
H (3.042, -1.756, -0.151)
C (5.161, -1.444, -0.549)
H (5.197, -2.530, -0.493)
C (5.336, -0.938, -1.988)
H (6.058, -0.123, -2.026)
C (3.938, -0.415, -2.335)
H (3.317, -1.225, -2.743)
O (3.396, 0.033, -1.115)
H (3.940, 0.425, -3.031)
H (5.655, -1.719, -2.674)
H (5.933, -1.040, 0.105)
C (1.704, -1.008, 2.506)
C (0.421, -1.295, 1.766)
C (-0.724, -0.626, 2.038)
C (-1.905, -0.800, 1.260)
C (-3.087, -0.099, 1.506)
C (-4.197, -0.282, 0.708)
C (-4.135, -1.172, -0.382)
C (-2.979, -1.893, -0.622)
C (-1.864, -1.716, 0.191)
N (-0.705, -2.409, -0.027)
C (0.466, -2.269, 0.685)
O (1.434, -2.957, 0.387)
H (-0.679, -3.080, -0.785)
H (-2.960, -2.576, -1.456)
O (-5.189, -1.346, -1.235)
C (-6.186, -0.353, -1.116)
C (-6.487, -0.086, 0.356)
H (-7.266, 0.669, 0.471)
O (-5.340, 0.418, 1.002)
H (-6.808, -1.022, 0.835)
H (-7.063, -0.732, -1.642)
H (-5.844, 0.577, -1.589)
H (-3.140, 0.602, 2.322)
H (-0.745, 0.093, 2.842)
H (2.313, -1.911, 2.550)
H (1.473, -0.656, 3.516)

Properties
Multiplicity: 1
Structure (SMILES): O=C(NCc1ccccc1)N(Cc1cc2cc3c(cc2[nH]c1=O)OCCO3)C[C@@H]1CCCO1
Relative energy (zero: lowest compared OMol25 entry of this formula, charge and spin), eV: 0.5419
HOMO level, hartree: -0.287


The following is a quantum chemistry calculation of C25H27N4O3S4Sb2W as an isolated structure, from OMol25.

Geometry (Å):
W (-0.056, 1.760, 1.514)
N (-1.394, 0.492, 2.874)
C (-2.821, 0.868, 2.892)
C (-3.137, 1.667, 1.649)
O (-4.252, 1.914, 1.282)
N (-1.993, 2.124, 1.002)
C (-2.267, 2.837, -0.231)
C (-1.040, 2.705, -1.088)
O (-0.926, 2.802, -2.256)
O (0.059, 2.436, -0.259)
H (-1.271, -0.498, 2.673)
H (-1.009, 0.607, 3.803)
H (-3.027, 1.492, 3.761)
H (-3.473, -0.003, 2.942)
H (-2.436, 3.904, -0.045)
H (-3.145, 2.436, -0.737)
S (3.542, 3.204, 3.506)
Sb (1.813, 1.938, 4.327)
S (-0.204, 3.152, 3.321)
S (1.444, 0.240, 2.529)
C (0.104, -4.594, 2.700)
C (-1.143, -3.988, 2.721)
C (-1.389, -2.883, 1.917)
C (-0.387, -2.383, 1.084)
C (0.864, -2.999, 1.069)
C (1.103, -4.104, 1.873)
Sb (-0.624, -0.647, -0.074)
C (-2.519, -0.620, -0.968)
C (-2.597, -0.092, -2.257)
C (-3.830, 0.026, -2.880)
C (-4.983, -0.377, -2.221)
C (-4.908, -0.906, -0.941)
C (-3.680, -1.024, -0.310)
C (0.677, -0.941, -1.693)
C (0.591, -2.153, -2.379)
C (1.413, -2.385, -3.470)
C (2.309, -1.408, -3.885)
C (2.381, -0.196, -3.213)
C (1.567, 0.041, -2.113)
H (0.293, -5.459, 3.321)
H (-1.930, -4.382, 3.350)
H (-2.386, -2.454, 1.920)
H (1.649, -2.637, 0.416)
H (2.070, -4.588, 1.847)
H (-1.705, 0.218, -2.789)
H (-3.887, 0.430, -3.882)
H (-5.945, -0.281, -2.708)
H (-5.807, -1.226, -0.432)
H (-3.648, -1.451, 0.685)
H (-0.111, -2.920, -2.069)
H (1.348, -3.324, -4.003)
H (2.939, -1.587, -4.746)
H (3.054, 0.576, -3.565)
H (1.604, 1.005, -1.622)
S (2.168, 3.243, 1.185)
C (3.411, 2.450, 0.284)
N (3.685, 1.163, 0.208)
C (4.855, 0.904, -0.639)
C (5.360, 2.328, -0.956)
N (4.280, 3.164, -0.414)
H (3.185, 0.477, 0.757)
H (4.550, 0.360, -1.534)
H (5.590, 0.315, -0.096)
H (5.471, 2.503, -2.023)
H (6.298, 2.563, -0.455)
H (4.251, 4.170, -0.461)

Properties
Multiplicity: 2
Net charge: +2
Relative energy (zero: lowest compared OMol25 entry of this formula, charge and spin), eV: 0.0932
HOMO level (spin up / spin down), hartree: -0.501 / -0.513


The following is a quantum chemistry calculation of an isolated molecule of C25H27N5O2, from OMol25.

Geometry (Å):
C (-1.502, -1.533, -2.566)
H (-1.306, -0.559, -2.123)
H (-0.729, -1.723, -3.307)
H (-2.464, -1.511, -3.074)
C (-1.486, -2.611, -1.481)
C (-0.204, -2.559, -0.695)
C (1.009, -2.844, -1.313)
C (2.197, -2.753, -0.614)
C (2.200, -2.386, 0.725)
C (0.991, -2.110, 1.349)
C (-0.197, -2.196, 0.644)
H (-1.128, -1.973, 1.146)
H (0.975, -1.806, 2.385)
C (3.504, -2.204, 1.459)
N (3.889, -0.802, 1.453)
C (4.530, -0.276, 0.393)
O (4.999, -0.952, -0.503)
C (4.738, 1.239, 0.391)
H (5.750, 1.422, 0.762)
H (4.713, 1.549, -0.655)
C (3.765, 2.102, 1.191)
N (2.389, 1.960, 0.741)
C (1.482, 1.288, 1.532)
O (1.826, 0.779, 2.591)
C (0.156, 1.279, 0.955)
N (-0.940, 0.734, 1.451)
N (-1.903, 0.983, 0.566)
C (-1.477, 1.708, -0.501)
C (-0.116, 1.914, -0.290)
C (0.970, 2.549, -0.969)
N (2.145, 2.546, -0.439)
C (0.816, 3.228, -2.290)
H (1.795, 3.528, -2.651)
H (0.352, 2.557, -3.009)
H (0.190, 4.114, -2.190)
C (-2.373, 2.242, -1.558)
H (-3.395, 2.318, -1.191)
H (-2.368, 1.610, -2.447)
H (-2.033, 3.232, -1.854)
C (-3.187, 0.479, 0.841)
C (-3.999, -0.039, -0.160)
C (-5.245, -0.545, 0.167)
C (-5.678, -0.547, 1.482)
C (-4.854, -0.053, 2.481)
C (-3.610, 0.459, 2.166)
H (-2.948, 0.836, 2.929)
H (-5.182, -0.066, 3.509)
H (-6.651, -0.944, 1.729)
H (-5.875, -0.949, -0.611)
H (-3.656, -0.076, -1.181)
H (4.043, 3.151, 1.056)
H (3.787, 1.863, 2.256)
H (3.349, -0.214, 2.080)
H (3.417, -2.525, 2.499)
H (4.300, -2.764, 0.960)
H (3.135, -2.954, -1.110)
H (1.023, -3.139, -2.352)
H (-1.593, -3.592, -1.951)
H (-2.333, -2.465, -0.807)

Properties
Multiplicity: 1
Structure (SMILES): CCc1ccc(CNC(=O)CCn2nc(C)c3c(C)n(-c4ccccc4)nc3c2=O)cc1
Relative energy (zero: lowest compared OMol25 entry of this formula, charge and spin), eV: 1.5639
HOMO level, hartree: -0.314


The following is a quantum chemistry calculation of an isolated molecule of C25H27N5O2S, from OMol25.

Geometry (Å):
C (-8.568, -1.335, 1.340)
H (-8.901, -0.704, 0.520)
H (-8.152, -2.249, 0.921)
H (-9.428, -1.593, 1.953)
C (-7.513, -0.606, 2.175)
C (-6.325, -0.251, 1.327)
C (-5.265, -1.138, 1.181)
C (-4.191, -0.833, 0.369)
C (-4.156, 0.376, -0.322)
C (-5.212, 1.271, -0.186)
C (-6.279, 0.950, 0.632)
H (-7.094, 1.653, 0.732)
H (-5.189, 2.209, -0.715)
N (-3.040, 0.617, -1.129)
C (-2.722, 1.733, -1.818)
O (-3.379, 2.748, -1.899)
C (-1.386, 1.599, -2.555)
H (-1.279, 0.626, -3.032)
H (-1.305, 2.402, -3.286)
S (0.053, 1.826, -1.453)
C (0.183, 0.232, -0.782)
N (-0.636, -0.773, -0.965)
N (-0.164, -1.818, -0.257)
C (0.921, -1.444, 0.355)
N (1.199, -0.134, 0.054)
C (2.305, 0.640, 0.464)
C (2.465, 0.970, 1.805)
C (3.565, 1.696, 2.202)
C (4.520, 2.109, 1.268)
C (4.343, 1.786, -0.075)
C (3.240, 1.053, -0.471)
H (3.110, 0.795, -1.511)
H (5.059, 2.092, -0.820)
O (5.567, 2.810, 1.768)
C (6.566, 3.260, 0.883)
H (7.062, 2.424, 0.380)
H (7.289, 3.788, 1.502)
H (6.159, 3.948, 0.136)
H (3.712, 1.962, 3.236)
H (1.725, 0.663, 2.529)
C (1.819, -2.311, 1.162)
C (3.073, -2.554, 0.382)
C (4.313, -1.979, 0.521)
C (5.127, -2.492, -0.505)
C (4.353, -3.353, -1.235)
N (3.105, -3.382, -0.701)
C (2.020, -4.205, -1.162)
H (1.090, -3.635, -1.194)
H (1.877, -5.064, -0.501)
H (2.250, -4.571, -2.162)
H (4.601, -3.944, -2.095)
H (6.157, -2.255, -0.681)
H (4.601, -1.276, 1.278)
H (1.292, -3.243, 1.375)
H (2.077, -1.819, 2.100)
H (-2.341, -0.134, -1.127)
H (-3.370, -1.528, 0.265)
H (-5.280, -2.079, 1.713)
H (-7.952, 0.301, 2.595)
H (-7.200, -1.248, 3.000)

Properties
Multiplicity: 1
Structure (SMILES): CCc1ccc(NC(=O)CSc2nnc(Cc3cccn3C)n2-c2ccc(OC)cc2)cc1
Relative energy (zero: lowest compared OMol25 entry of this formula, charge and spin), eV: 0.9525
HOMO level, hartree: -0.291


The following is a quantum chemistry calculation of C25H28BMnN8O4S3 as an isolated structure, from OMol25.

Geometry (Å):
Mn (0.324, 0.207, -0.007)
N (1.464, -1.326, 1.018)
N (2.213, -1.971, 0.009)
C (2.657, -1.084, -1.003)
O (3.628, -1.365, -1.667)
O (1.904, -0.033, -1.117)
H (2.066, -0.832, 1.687)
H (0.872, -1.964, 1.542)
H (2.910, -2.626, 0.327)
C (-0.996, 4.062, 3.766)
N (0.011, 4.181, 2.736)
C (1.030, 5.110, 2.682)
C (1.710, 4.871, 1.539)
N (1.120, 3.807, 0.895)
B (1.531, 3.246, -0.493)
N (3.022, 2.831, -0.505)
C (3.939, 3.129, -1.491)
C (5.035, 2.367, -1.301)
N (4.792, 1.591, -0.184)
C (5.665, 0.583, 0.367)
C (3.552, 1.877, 0.289)
S (2.837, 1.179, 1.660)
C (0.084, 3.389, 1.640)
S (-1.012, 2.118, 1.341)
H (-0.789, 4.791, 4.546)
H (-0.987, 3.054, 4.180)
H (-1.987, 4.241, 3.349)
H (1.177, 5.840, 3.456)
H (2.571, 5.367, 1.126)
H (1.349, 4.076, -1.342)
H (0.895, 2.217, -0.655)
H (3.721, 3.857, -2.252)
H (5.958, 2.308, -1.850)
H (6.663, 0.719, -0.042)
H (5.305, -0.415, 0.111)
H (5.690, 0.676, 1.451)
C (-2.366, -7.366, -0.118)
C (-2.242, -5.924, 0.290)
C (-1.141, -5.160, -0.085)
C (-1.041, -3.827, 0.278)
C (-2.044, -3.255, 1.045)
C (-3.146, -3.998, 1.434)
C (-3.243, -5.325, 1.053)
S (-1.881, -1.580, 1.631)
O (-0.724, -1.555, 2.494)
O (-3.141, -1.189, 2.191)
N (-1.471, -0.719, 0.302)
C (-2.438, -0.429, -0.655)
C (-3.740, -0.900, -0.712)
C (-4.606, -0.490, -1.736)
C (-4.204, 0.370, -2.720)
C (-2.880, 0.849, -2.723)
C (-2.368, 1.741, -3.688)
C (-1.058, 2.132, -3.625)
C (-0.246, 1.646, -2.597)
N (-0.703, 0.846, -1.658)
C (-2.002, 0.435, -1.697)
H (-1.653, -7.621, -0.900)
H (-3.372, -7.571, -0.484)
H (-2.186, -8.024, 0.734)
H (-0.348, -5.611, -0.669)
H (-0.198, -3.233, -0.056)
H (-3.910, -3.522, 2.035)
H (-4.106, -5.908, 1.351)
H (-4.101, -1.561, 0.058)
H (-5.621, -0.865, -1.734)
H (-4.885, 0.695, -3.497)
H (-3.022, 2.110, -4.469)
H (-0.638, 2.814, -4.350)
H (0.800, 1.918, -2.532)

Properties
Multiplicity: 5
HOMO level (spin up / spin down), hartree: -0.269 / -0.271


The following is a quantum chemistry calculation of C25H28BN8OS2W as an isolated structure, from OMol25.

Geometry (Å):
W (0.000, 0.000, 0.000)
C (-0.076, 1.732, 1.738)
N (0.142, 2.076, 0.349)
C (-0.772, 2.959, -0.326)
C (-1.191, 2.278, -1.618)
N (-1.229, 0.830, -1.437)
C (-2.097, 0.297, -0.382)
C (-1.575, 0.130, -2.650)
C (-2.398, 0.653, -3.666)
C (-2.746, -0.113, -4.788)
C (-2.277, -1.418, -4.917)
C (-1.456, -1.956, -3.928)
C (-1.119, -1.187, -2.813)
S (-0.032, -1.809, -1.642)
C (1.504, 2.402, 0.088)
C (2.090, 3.524, 0.721)
C (3.423, 3.883, 0.503)
C (4.205, 3.128, -0.362)
C (3.651, 2.022, -1.008)
C (2.314, 1.655, -0.794)
S (1.752, 0.261, -1.654)
H (0.107, 2.578, 2.410)
H (-1.110, 1.422, 1.914)
H (0.566, 0.897, 2.043)
H (-1.661, 3.125, 0.297)
H (-0.370, 3.959, -0.531)
H (-2.165, 2.694, -1.900)
H (-0.476, 2.540, -2.410)
H (-2.854, -0.420, -0.732)
H (-1.510, -0.208, 0.391)
H (-2.674, 1.092, 0.104)
H (-2.788, 1.658, -3.598)
H (-3.374, 0.318, -5.558)
H (-2.523, -2.012, -5.788)
H (-1.051, -2.958, -4.031)
H (1.489, 4.126, 1.392)
H (3.842, 4.745, 1.008)
H (5.242, 3.385, -0.543)
H (4.264, 1.430, -1.684)
C (-1.478, -3.860, 0.814)
C (-0.940, -2.968, -0.093)
N (-0.757, -1.776, 0.509)
N (-1.163, -1.900, 1.762)
C (-1.608, -3.149, 1.986)
B (-1.105, -0.733, 2.742)
N (0.340, -0.267, 2.826)
C (1.142, -0.204, 3.902)
C (2.356, 0.299, 3.492)
C (2.215, 0.527, 2.136)
N (0.972, 0.176, 1.752)
N (-1.884, 0.413, 2.122)
C (-2.954, 1.067, 2.603)
C (-3.298, 2.037, 1.687)
C (-2.377, 1.912, 0.663)
N (-1.520, 0.912, 0.953)
H (-1.740, -4.895, 0.641)
H (-0.698, -3.173, -1.127)
H (-1.998, -3.515, 2.927)
H (-1.534, -1.044, 3.812)
H (0.866, -0.500, 4.907)
H (3.232, 0.480, 4.102)
H (2.970, 0.926, 1.472)
H (-3.445, 0.858, 3.545)
H (-4.112, 2.745, 1.755)
H (-2.333, 2.512, -0.236)
O (1.380, -1.029, 0.202)

Properties
Multiplicity: 3
Net charge: -1
Relative energy (zero: lowest compared OMol25 entry of this formula, charge and spin), eV: 46.4515
HOMO level (spin up / spin down), hartree: -0.059 / -0.074


no.,total energy (eV)
1,-41072.4628
2,-96696.2067
3,-37909.8912
4,-48744.4816
5,-110996.6733
6,-64477.5549